{
  "formula": "C41H39GeN2O2ReSb",
  "method": "ωB97M-V/def2-TZVPD",
  "e_tot_ev": -115379.1495,
  "relative_energy_ev": 0.0000,
  "total_charge": 3,
  "homo_ev": -16.27,
  "symbols": ["C", "C", "C", "C", "C", "H", "C", "C", "H", "N", "H", "C", "C", "C", "N", "Ge", "H", "H", "C", "C", "H", "C", "H", "H", "H", "C", "H", "H", "C", "C", "H", "C", "C", "C", "C", "H", "C", "H", "H", "H", "H", "C", "C", "H", "H", "H", "Sb", "H", "C", "O", "C", "H", "C", "C", "C", "H", "H", "C", "C", "H", "H", "O", "H", "H", "H", "C", "H", "C", "H", "C", "C", "H", "C", "C", "H", "C", "C", "H", "H", "H", "C", "H", "C", "Re", "H", "H", "C"],
  "coordinates": [[-1.25742, -1.38999, -4.79212], [-2.78648, 0.06437, 3.87914], [0.32664, 4.99881, -3.18444], [3.89225, -3.23030, 2.72057], [2.17790, 3.47909, -3.40026], [-1.39145, -2.35330, 0.11440], [-0.32903, 3.03949, 1.38050], [1.34540, 2.42562, -3.00003], [3.13081, 1.22688, 3.95164], [-2.30100, -1.39102, -1.40124], [4.32168, 3.37720, 4.05912], [-2.80525, -0.12186, -1.31129], [6.53157, 0.11305, -4.00164], [1.93703, -1.27959, 2.81416], [-1.16491, -1.70892, -0.64352], [1.99509, 0.65110, -3.17564], [4.45717, 1.95349, -2.05750], [3.54557, -0.41706, -0.08376], [0.11646, 0.14630, 7.08678], [2.70073, -0.29584, 0.59783], [3.21139, 3.29632, -3.66435], [2.85584, 4.42858, 2.89305], [3.54425, -1.26577, -4.79311], [-2.66813, 0.92853, 3.21723], [-1.55161, 4.14829, -2.57670], [1.09610, -2.07922, -3.45710], [5.93999, -1.45726, -5.34098], [-1.55936, -3.50172, -5.00250], [5.60920, -0.72551, -4.61644], [1.41046, -0.60094, -0.14182], [1.25366, 5.21686, 1.70073], [3.84728, 0.35676, -3.38888], [-0.40970, 0.13135, 4.76432], [-0.00052, 2.67264, -2.69079], [3.38217, 3.31309, 3.52682], [-0.47215, -2.13872, -1.26016], [1.66191, 4.76355, -3.48720], [1.60967, 0.19902, 5.55309], [-2.15971, -1.12769, -5.32926], [-0.65779, 1.85580, -2.41515], [4.66060, -3.99090, 2.68049], [0.75510, -0.72994, -3.63775], [-0.91969, -2.72359, -4.60558], [3.38051, 5.37345, 2.93770], [-2.67468, -0.84971, 3.28884], [-1.15672, 2.71029, 2.01058], [0.41695, 0.18638, 2.81024], [-0.21868, 2.29599, 0.53406], [3.80612, -2.28668, 1.70155], [-1.93872, 0.62307, -0.54626], [-0.50638, 3.95637, -2.78294], [-0.61672, 3.95993, 0.87686], [0.96686, 3.13766, 2.13000], [-0.42688, -0.38769, -4.30595], [0.25369, -3.07163, -3.93525], [1.52916, -1.44948, -0.81708], [-3.80396, 0.08568, 4.26194], [-1.77964, 0.10000, 4.99837], [0.54897, 0.16170, 5.76912], [6.85089, 1.72462, -2.61692], [7.58229, 0.02050, -4.24313], [-3.78711, 0.28665, -1.81841], [-2.91828, -2.12708, -1.71750], [-0.68294, 0.65041, -4.47808], [-1.58239, 0.08863, 8.38918], [1.49909, 2.02685, 2.78554], [4.52225, -2.30795, 0.88828], [-2.17543, 0.08840, 6.33302], [2.02882, -2.35257, -2.97356], [4.26348, -0.61781, -4.30690], [-1.24384, 0.10576, 7.36199], [2.29642, 5.58018, -3.80438], [2.70527, 2.09988, 3.46953], [2.82187, -1.30969, 1.73563], [-3.23284, 0.06564, 6.56468], [2.01126, -2.22393, 3.82899], [4.77987, 1.20350, -2.77024], [1.31561, -2.19960, 4.65829], [0.84179, 0.16685, 7.88862], [3.04548, -3.95545, 4.55556], [2.99465, -3.20803, 3.77528], [0.52237, -4.11397, -3.81830], [6.12113, 1.07416, -3.08008], [-0.26826, 0.26603, 0.16423], [2.72618, 0.72324, 0.98982], [-0.07523, 5.99943, -3.27656], [1.66052, 4.33926, 2.18877]],
  "mulliken_charge": [-0.74, -1.21, -0.64, -0.78, -0.51, 0.29, -0.68, 0.98, 0.43, -0.03, 0.48, 0.49, -0.54, 0.77, -0.68, -0.67, 0.56, 0.55, -0.87, -0.62, 0.50, -0.71, 0.42, 0.27, 0.54, -0.83, 0.46, 0.47, -0.70, -0.15, 0.48, 0.78, 1.09, 0.16, -0.88, 0.29, -0.77, 0.32, 0.50, 0.44, 0.44, 1.55, -0.59, 0.46, 0.25, 0.24, 1.39, -0.09, -0.63, -0.69, -1.03, 0.50, 0.92, -0.58, -0.66, 0.43, 0.49, 0.33, -0.50, 0.44, 0.44, -0.47, 0.26, 0.57, 0.45, 0.69, 0.51, -0.80, 0.37, -0.33, -0.82, 0.48, -0.62, 0.26, 0.44, -0.94, -0.09, 0.56, 0.47, 0.48, -0.73, 0.48, -0.87, 0.88, -0.11, 0.47, -0.92]
}

---

{
  "formula": "C41H39HfN10P",
  "method": "ωB97M-V/def2-TZVPD",
  "e_tot_ev": -68636.4411,
  "relative_energy_ev": 3.3478,
  "total_charge": 2,
  "homo_ev": [-11.27, -11.25],
  "symbols": ["C", "H", "H", "Hf", "H", "H", "C", "C", "H", "H", "C", "C", "H", "N", "H", "C", "C", "H", "C", "H", "C", "C", "C", "C", "H", "H", "H", "N", "N", "N", "H", "C", "H", "C", "N", "H", "H", "C", "H", "H", "H", "N", "H", "H", "C", "C", "P", "H", "C", "H", "C", "H", "C", "C", "C", "C", "N", "C", "H", "C", "C", "C", "C", "C", "H", "C", "H", "H", "H", "C", "H", "N", "C", "N", "C", "H", "C", "H", "C", "H", "H", "C", "H", "C", "C", "H", "H", "C", "C", "H", "N", "C"],
  "coordinates": [[17.41876, 16.30225, 10.21337], [13.60551, 12.80920, 13.76681], [14.19086, 11.99046, 12.28293], [13.41263, 14.94527, 9.21322], [12.40694, 9.14833, 7.79638], [8.24461, 14.80212, 3.54959], [9.05075, 14.47080, 4.13664], [14.75451, 20.27000, 8.09361], [12.79456, 21.93417, 5.91765], [11.55045, 13.42190, 10.15084], [10.32369, 15.07590, 10.08742], [8.84433, 17.04741, 9.91371], [13.98116, 7.47027, 8.29565], [12.45491, 14.59509, 7.27220], [10.04560, 13.12681, 10.87063], [18.80898, 14.44615, 10.81318], [10.11676, 12.56872, 5.21007], [15.07362, 15.24942, 13.84122], [10.84147, 14.85411, 5.58556], [11.62898, 19.58913, 5.72155], [7.51550, 14.19134, 9.09339], [16.07324, 16.48163, 9.75960], [8.70875, 17.32138, 8.46392], [11.86638, 13.31478, 6.86976], [15.04860, 16.23290, 12.24266], [9.86452, 16.43452, 4.50281], [15.84811, 14.64910, 12.33165], [15.45390, 15.35185, 9.58494], [13.60878, 16.82221, 8.09932], [12.21073, 12.11404, 7.40258], [7.28735, 15.28939, 11.02111], [13.21344, 12.02073, 8.11648], [8.46514, 12.35854, 4.00599], [18.43842, 17.19695, 10.48325], [11.39081, 15.76069, 9.78228], [8.29860, 13.90046, 11.11739], [20.49386, 17.45912, 11.15045], [12.11853, 15.30610, 12.88124], [16.33974, 7.79137, 9.14735], [11.84855, 16.16592, 12.22618], [8.53720, 18.35523, 8.29294], [14.06492, 13.02790, 8.66813], [20.82562, 14.97308, 11.26826], [10.26755, 11.50885, 5.27582], [13.88688, 10.69360, 8.37491], [15.02494, 15.25776, 12.70336], [13.53142, 14.46541, 12.03203], [18.40138, 18.24051, 10.31004], [13.41094, 9.42314, 8.05573], [11.29802, 14.61738, 12.97187], [9.13834, 13.12480, 4.42177], [10.20314, 13.35903, 9.05670], [13.14916, 18.82232, 7.11966], [13.42597, 12.78276, 12.74667], [14.52785, 17.75701, 8.62419], [15.10784, 11.01273, 9.02713], [15.58019, 17.72929, 9.38946], [10.92782, 13.48719, 5.88146], [6.74731, 13.43397, 9.23213], [17.59748, 14.91132, 10.41932], [16.36307, 14.30406, 9.92298], [7.96630, 14.69121, 10.42170], [19.83641, 15.28778, 11.05018], [12.86855, 17.40596, 7.16287], [9.65337, 16.95714, 8.04774], [19.71186, 16.71912, 10.88860], [17.08175, 10.15734, 9.56524], [12.50060, 15.60532, 13.84385], [11.23186, 16.79804, 9.78727], [12.52378, 19.81444, 6.32718], [7.83245, 16.78294, 7.98294], [9.13092, 15.61797, 10.18080], [15.19063, 12.37842, 9.21835], [12.03426, 16.83136, 6.28817], [14.32680, 21.26777, 7.25198], [14.74128, 22.28112, 7.29097], [10.49069, 13.65598, 10.08786], [7.25742, 15.05896, 8.46064], [15.65400, 8.65600, 8.87489], [15.58662, 20.39143, 8.84620], [19.03426, 13.38355, 10.93784], [14.33857, 8.42774, 8.48850], [9.70267, 17.60810, 10.20788], [11.85855, 15.50773, 6.40768], [14.17256, 19.05998, 7.95204], [12.43168, 12.35128, 12.55754], [8.33658, 13.65625, 8.71439], [13.15712, 21.06816, 6.49265], [9.86303, 15.37717, 4.69959], [7.96735, 17.31318, 10.43122], [16.22723, 13.06131, 9.72003], [16.07459, 10.00996, 9.23087]],
  "mulliken_charge": [0.60, 0.54, 0.23, -0.07, 0.48, 0.47, -0.84, -0.09, 0.39, -0.73, 1.29, -1.10, 0.47, -0.19, 1.04, -0.45, -0.49, 0.54, 0.46, 0.50, -0.59, 0.15, -0.33, -0.75, 0.37, 0.62, 0.30, -0.17, -0.35, -0.37, 0.46, 0.07, 0.42, -0.40, 0.32, 0.32, 0.40, -1.30, 0.34, 0.25, 0.46, -0.06, 0.45, 0.58, 0.48, -1.29, 1.42, 0.55, -0.27, 0.33, -0.61, -0.11, -0.04, -1.40, 0.01, 0.33, -0.63, 0.58, 0.40, 1.18, -0.72, -0.73, -0.72, 0.59, -0.08, -0.70, 0.59, 0.63, 0.00, -0.52, 0.22, 0.18, -0.01, -0.59, -0.76, 0.41, -1.26, 0.15, -0.74, 0.42, 0.51, -0.66, 0.43, 0.37, 0.59, 0.36, 0.17, -0.49, -0.37, 0.46, -0.52, -0.36]
}